Record 1
{
  "formula": "C5H14N",
  "method": "ωB97M-V with the def2-TZVPD basis set",
  "energy_ha": -253.38285,
  "smiles": "CCCCC[NH3+]",
  "lumo_ev": -3.68,
  "relative_energy_kcal_mol": 22.21,
  "spin_multiplicity": 1,
  "homo_ev": -14.5329,
  "total_charge": 1,
  "homo_lumo_gap_ha": 0.3990,
  "species": ["C", "C", "C", "C", "C", "N", "H", "H", "H", "H", "H", "H", "H", "H", "H", "H", "H", "H", "H", "H"],
  "positions_angstrom": [[-2.44042, 0.51166, -0.79106], [-1.48662, -0.61696, -0.43451], [-0.57701, -0.37765, 0.80680], [0.38423, 0.76121, 0.68640], [1.56451, 0.62841, -0.27915], [2.29204, -0.71878, 0.10386], [-3.28173, 0.67064, -0.14697], [-1.95268, 1.39356, -1.17953], [-2.94910, 0.14356, -1.67166], [-2.05347, -1.53921, -0.21185], [-0.86727, -0.93484, -1.27116], [-1.19874, -0.13316, 1.70347], [-0.31974, -1.44581, 0.94053], [-0.00850, 1.77587, 0.61439], [0.94973, 0.81150, 1.64352], [1.33808, 0.54880, -1.34301], [2.36234, 1.35865, -0.15817], [3.30489, -0.62800, 0.13864], [2.04404, -1.56749, -0.41072], [1.92018, -1.02855, 1.01203]],
  "atomic_forces_ev_per_a": [[0.1, -1.1, -1.7], [-0.4, 0.0, 1.3], [-2.6, -0.6, -0.5], [2.8, 0.2, 1.1], [0.3, -1.4, -0.4], [-1.0, -0.3, 0.4], [0.1, 0.4, 1.0], [0.1, 0.6, 0.5], [-0.3, -0.1, -0.6], [0.0, 0.5, 0.0], [0.2, 0.4, -0.3], [0.2, -0.3, -0.7], [1.4, 0.7, 0.6], [-0.6, -0.3, -0.3], [-0.5, 0.2, 0.0], [-0.1, 0.0, 0.1], [-0.4, 0.3, 0.1], [0.0, -0.1, 0.0], [0.1, 0.5, -0.9], [0.5, 0.6, 0.3]]
}



Record 2
{
  "formula": "C5H14N",
  "method": "ωB97M-V with the def2-TZVPD basis set",
  "energy_ha": -253.39094,
  "lumo_ev": -3.46,
  "relative_energy_kcal_mol": 17.14,
  "spin_multiplicity": 1,
  "homo_ev": -13.4389,
  "total_charge": 1,
  "homo_lumo_gap_ha": 0.3668,
  "species": ["C", "C", "C", "C", "H", "H", "H", "H", "H", "H", "H", "H", "C", "N", "H", "H", "H", "H", "H", "H"],
  "positions_angstrom": [[-0.21365, 0.37686, 1.52422], [-0.68490, 1.22941, 0.60612], [-2.11695, 1.43662, 0.22064], [1.22993, 0.24936, 1.90123], [-0.93022, -0.23350, 2.06826], [0.03908, 1.90072, 0.13995], [-2.46656, 2.41377, 0.55626], [-2.20721, 1.46044, -0.86798], [-2.75235, 0.65961, 0.63832], [1.84475, 0.93975, 1.31850], [1.59496, -0.77433, 1.78015], [1.37951, 0.51898, 2.94713], [0.46905, -1.87656, -2.00834], [0.89106, -0.67828, -1.22829], [-0.54208, -1.71430, -2.36813], [1.15817, -2.05164, -2.82564], [0.39723, -2.73803, -1.35053], [0.27178, -0.50270, -0.39114], [0.80416, 0.15832, -1.79569], [1.83427, -0.77450, -0.86502]],
  "atomic_forces_ev_per_a": [[-0.4, 0.1, -0.2], [0.2, 0.1, 0.3], [0.3, 0.0, -0.1], [0.0, 0.2, 0.0], [0.0, -0.1, 0.0], [0.0, 0.0, -0.1], [0.0, 0.0, 0.1], [-0.1, -0.1, 0.0], [-0.1, 0.0, 0.0], [0.1, -0.1, 0.0], [0.0, 0.0, 0.1], [0.0, -0.1, 0.0], [-0.5, -0.3, 0.1], [-0.7, -0.4, 0.5], [0.1, 0.2, -0.2], [0.0, 0.0, 0.0], [0.4, 0.0, 0.1], [0.2, 0.1, -0.4], [0.3, 0.2, -0.1], [0.3, 0.1, -0.1]]
}



Record 3
{
  "formula": "C5H14N2",
  "method": "ωB97M-V with the def2-TZVPD basis set",
  "energy_ha": -308.31230,
  "lumo_ev": [3.56, 3.49],
  "relative_energy_kcal_mol": 31.83,
  "spin_multiplicity": 2,
  "s2": 0.75,
  "homo_ev": [0.7086, -2.8846],
  "total_charge": -1,
  "homo_lumo_gap_ha": [0.1049, 0.2343],
  "species": ["C", "C", "N", "C", "H", "H", "H", "H", "H", "H", "H", "H", "H", "C", "C", "N", "H", "H", "H", "H", "H"],
  "positions_angstrom": [[-0.52679, 0.39704, -2.91046], [-0.60452, -0.30468, -1.56582], [-1.91846, -0.14830, -0.97512], [-2.06505, -0.86742, 0.27677], [0.48422, 0.34050, -3.30920], [-0.79493, 1.44997, -2.79279], [-1.20440, -0.06281, -3.63425], [0.12368, 0.12244, -0.87445], [-0.32576, -1.36834, -1.67397], [-2.63597, -0.41026, -1.64026], [-3.09518, -0.82279, 0.62472], [-1.77780, -1.92690, 0.17753], [-1.42610, -0.42676, 1.03621], [2.88392, 0.92090, 1.96661], [0.80946, -0.01735, 2.53792], [2.03351, 0.32864, 2.95718], [3.42400, 1.78706, 2.38721], [2.32598, 1.26571, 1.07149], [3.65063, 0.21307, 1.60310], [0.00133, -0.17158, 3.25114], [0.63822, -0.29814, 1.48645]],
  "atomic_forces_ev_per_a": [[0.0, 0.0, 0.2], [0.0, -0.1, 0.0], [-0.2, 0.3, -0.1], [0.0, -0.3, -0.1], [0.1, 0.0, -0.1], [0.0, -0.1, -0.1], [0.0, 0.0, 0.0], [0.0, 0.1, 0.0], [0.0, 0.0, -0.1], [0.1, -0.1, 0.0], [-0.1, 0.1, 0.0], [0.0, 0.0, 0.1], [0.1, 0.1, 0.1], [-0.1, -0.5, 0.0], [0.1, 0.0, -0.5], [-0.1, 0.5, 0.5], [0.0, 0.0, -0.1], [0.0, 0.1, 0.0], [0.1, 0.1, -0.1], [0.1, -0.2, 0.0], [-0.1, 0.1, 0.1]]
}



Record 4
{
  "formula": "C5H14N2",
  "method": "ωB97M-V with the def2-TZVPD basis set",
  "energy_ha": -308.34405,
  "smiles": "CC(C)(CN)CN",
  "lumo_ev": 0.83,
  "relative_energy_kcal_mol": 49.58,
  "spin_multiplicity": 1,
  "homo_ev": -7.9023,
  "homo_lumo_gap_ha": 0.3208,
  "species": ["C", "C", "C", "C", "N", "C", "N", "H", "H", "H", "H", "H", "H", "H", "H", "H", "H", "H", "H", "H", "H"],
  "positions_angstrom": [[-0.38229, 0.88856, -1.37314], [0.03964, 0.05534, -0.18054], [0.16379, -1.41745, -0.50837], [1.09214, 0.61653, 0.67597], [2.45608, 0.54140, -0.31236], [-1.15811, 0.29130, 1.16192], [-2.17678, -0.70280, 1.32454], [-0.40073, 1.94941, -1.12676], [0.31639, 0.75616, -2.19811], [-1.38025, 0.59218, -1.70434], [-0.79918, -1.81798, -0.83529], [0.85050, -1.57037, -1.33946], [0.50904, -1.99149, 0.34962], [1.00506, 1.68105, 0.87568], [1.36595, -0.00746, 1.52279], [2.53755, 1.24358, -1.04122], [2.87764, -0.36989, -0.46352], [-0.79755, 0.52166, 2.16627], [-1.65469, 1.20675, 0.83571], [-1.80986, -1.56175, 1.71580], [-2.65433, -0.90474, 0.45481]],
  "atomic_forces_ev_per_a": [[0.0, -0.1, 0.3], [-3.1, 0.2, 3.7], [-0.2, 0.3, 0.0], [5.0, -0.6, -4.2], [-1.2, 0.8, 2.4], [-0.5, 0.0, -2.4], [-0.2, -0.4, 0.0], [-0.1, 0.1, 0.0], [0.0, -0.1, -0.1], [0.0, 0.0, -0.1], [0.0, 0.0, 0.1], [0.2, 0.0, 0.0], [0.0, -0.1, 0.0], [-0.2, -0.1, 0.3], [-0.1, 0.3, 0.1], [-0.1, -0.6, 0.2], [-0.4, 0.5, -0.2], [0.8, -0.2, -0.3], [0.0, 0.1, 0.0], [-0.1, 0.0, -0.2], [0.0, -0.1, 0.1]]
}



Record 5
{
  "formula": "C5H14N2",
  "method": "ωB97M-V with the def2-TZVPD basis set",
  "energy_ha": -308.33862,
  "smiles": "CC(C)CNCN",
  "lumo_ev": 1.14,
  "relative_energy_kcal_mol": 52.99,
  "spin_multiplicity": 1,
  "homo_ev": -8.4879,
  "homo_lumo_gap_ha": 0.3537,
  "species": ["C", "C", "C", "C", "N", "C", "N", "H", "H", "H", "H", "H", "H", "H", "H", "H", "H", "H", "H", "H", "H"],
  "positions_angstrom": [[0.29252, 0.35126, -2.50330], [-0.54072, -0.14966, -1.18628], [-2.05580, 0.14188, -1.14396], [0.05532, 0.65752, 0.06617], [-0.22512, -0.09268, 1.28960], [0.82242, -0.01026, 2.28703], [2.02247, -0.90100, 2.31478], [1.35239, 0.56705, -2.25793], [0.00147, 1.37162, -2.62945], [0.26899, -0.43473, -3.34272], [-0.24263, -1.22844, -1.12614], [-2.41360, 1.01293, -1.70993], [-2.59651, -0.68790, -1.73924], [-2.61674, 0.09366, -0.30048], [-0.31173, 1.64218, 0.18718], [1.11768, 0.86035, -0.14009], [-0.49070, -1.09383, 1.15762], [1.14394, 1.09782, 2.38875], [0.27284, -0.27750, 3.18799], [1.84542, -1.83491, 1.96468], [2.29810, -1.08534, 3.23575]],
  "atomic_forces_ev_per_a": [[-0.4, -1.4, 1.4], [1.8, 2.0, 0.4], [-0.1, -2.3, -5.4], [0.7, -2.5, -1.5], [1.3, -0.9, -0.1], [-0.5, 0.9, 1.9], [-0.3, 0.4, -2.6], [-0.3, -1.0, 0.2], [-0.9, 0.5, -1.3], [-0.3, 1.8, 1.0], [-0.7, 0.8, 0.5], [0.7, 0.2, 0.3], [0.8, 0.9, 0.5], [-0.7, 0.1, 3.3], [-1.2, 1.0, -0.2], [0.1, -0.7, 0.4], [0.3, 1.3, -0.3], [-0.3, -1.8, -0.3], [0.0, 0.5, 0.6], [-0.4, 0.1, -0.5], [0.4, 0.2, 1.7]]
}



Record 6
{
  "formula": "C5H14N2",
  "method": "ωB97M-V with the def2-TZVPD basis set",
  "energy_ha": -308.19554,
  "lumo_ev": -1.67,
  "relative_energy_kcal_mol": 142.77,
  "spin_multiplicity": 1,
  "homo_ev": -7.3499,
  "homo_lumo_gap_ha": 0.2089,
  "species": ["C", "C", "C", "C", "N", "C", "N", "H", "H", "H", "H", "H", "H", "H", "H", "H", "H", "H", "H", "H", "H"],
  "positions_angstrom": [[0.49094, -0.68886, -1.31686], [0.87346, -0.23746, 0.04603], [0.26612, 1.02172, 0.37037], [-1.35708, 0.73860, 0.67184], [-2.05556, 0.00141, -0.22377], [-2.22182, -1.34002, 0.21841], [3.27104, 0.69618, 0.24498], [-0.58925, -0.68969, -1.55440], [0.86982, -1.70092, -1.48520], [1.00843, -0.05604, -2.04557], [2.12986, 0.14810, -0.07661], [0.98388, -1.03470, 0.78018], [0.77949, 1.53521, 1.18257], [0.23551, 1.70666, -0.47194], [-1.79852, 1.73710, 0.65375], [-1.36719, 0.36460, 1.70289], [-1.25930, -1.88523, 0.32883], [-2.81568, -1.93670, -0.47375], [-2.69061, -1.37531, 1.20724], [3.82006, 1.25015, -0.41653], [3.75510, -0.19713, 0.34930]],
  "atomic_forces_ev_per_a": [[1.7, -0.8, -0.2], [-3.0, -0.4, -1.0], [1.4, -0.1, -0.2], [-1.5, 0.2, 0.7], [0.1, -0.1, -0.2], [-0.1, -0.5, -0.1], [-1.3, -1.5, 0.2], [-0.4, 0.5, 0.6], [-0.2, -0.1, -0.1], [-0.4, 0.1, -0.1], [3.5, 2.2, 0.2], [0.2, 0.3, 0.3], [-0.7, -0.1, 0.5], [0.1, -0.1, -0.2], [0.6, 0.4, 0.0], [0.2, -0.2, 0.0], [0.2, 0.2, 0.1], [-0.1, 0.1, -0.1], [0.0, -0.1, 0.1], [-0.6, -0.4, -0.4], [0.4, 0.3, 0.1]]
}



Record 7
{
  "formula": "C5H14N2",
  "method": "ωB97M-V with the def2-TZVPD basis set",
  "energy_ha": -308.39732,
  "smiles": "CCNC[C@H](C)N",
  "lumo_ev": 1.06,
  "relative_energy_kcal_mol": 16.15,
  "spin_multiplicity": 1,
  "homo_ev": -9.0441,
  "homo_lumo_gap_ha": 0.3714,
  "species": ["C", "C", "N", "C", "C", "C", "N", "H", "H", "H", "H", "H", "H", "H", "H", "H", "H", "H", "H", "H", "H"],
  "positions_angstrom": [[-1.81430, 0.71570, 2.73479], [-0.67663, 1.04117, 1.78484], [-0.55402, 0.02800, 0.74630], [0.71426, 0.17577, -0.02456], [0.49525, -0.26981, -1.44484], [0.16469, -1.74444, -1.58761], [1.74505, -0.02644, -2.21186], [-1.66944, -0.29095, 3.10407], [-1.79588, 1.36432, 3.61495], [-2.76113, 0.85352, 2.21849], [-0.72654, 2.08586, 1.45292], [0.26255, 1.02137, 2.35079], [-1.27742, 0.22981, 0.05603], [1.48586, -0.45591, 0.41481], [1.04129, 1.21583, 0.01815], [-0.31016, 0.23968, -1.96336], [-0.75313, -2.03614, -1.08247], [0.95391, -2.34297, -1.13671], [0.21177, -2.01260, -2.63630], [1.85504, 0.93616, -2.49473], [1.80795, -0.64303, -3.00716]],
  "atomic_forces_ev_per_a": [[0.3, 0.5, 0.0], [0.8, -0.2, 1.0], [0.2, 0.7, -0.9], [-1.1, -0.1, 0.6], [1.0, -0.4, -1.4], [0.7, -0.3, 0.6], [-0.1, -0.3, 0.7], [-0.3, -0.3, -0.1], [-0.1, 0.2, -0.2], [-0.2, -0.3, 0.1], [-0.2, 0.0, -0.5], [0.0, -0.2, 0.1], [-0.2, -0.2, 0.2], [0.1, 0.1, 0.1], [0.2, 0.1, -0.2], [-0.5, 0.6, 0.4], [-0.2, 0.1, -0.3], [0.2, 0.0, 0.3], [-0.6, -0.1, -0.3], [-0.1, 0.0, -0.1], [0.0, 0.2, -0.2]]
}



Record 8
{
  "formula": "C5H14N2",
  "method": "ωB97M-V with the def2-TZVPD basis set",
  "energy_ha": -308.37276,
  "smiles": "CCNCCNC",
  "lumo_ev": 1.12,
  "relative_energy_kcal_mol": 31.56,
  "spin_multiplicity": 1,
  "homo_ev": -8.1667,
  "homo_lumo_gap_ha": 0.3414,
  "species": ["C", "C", "N", "C", "C", "N", "C", "H", "H", "H", "H", "H", "H", "H", "H", "H", "H", "H", "H", "H", "H"],
  "positions_angstrom": [[2.67333, 1.48757, -1.16091], [1.29870, 0.82400, -1.26969], [1.01646, -0.21643, -0.30592], [0.35056, 0.18948, 0.91492], [-1.17776, 0.33769, 0.76742], [-1.72763, -0.85622, 0.13393], [-2.59411, -1.60201, 1.00227], [2.67998, 2.27017, -0.41029], [2.93572, 1.88852, -2.13944], [3.40070, 0.71624, -0.88237], [1.15362, 0.42043, -2.27689], [0.43400, 1.47144, -1.19304], [1.54039, -1.06762, -0.20115], [0.75466, 1.15356, 1.24321], [0.44422, -0.54934, 1.70407], [-1.51356, 0.35314, 1.80633], [-1.48081, 1.28101, 0.29505], [-0.92314, -1.31338, -0.28074], [-2.12107, -1.86106, 1.96898], [-3.43744, -0.96904, 1.25305], [-2.92948, -2.53543, 0.55820]],
  "atomic_forces_ev_per_a": [[-0.5, -0.4, -0.1], [-0.1, -1.1, -0.4], [-0.8, -0.5, 0.8], [-0.4, 0.7, -0.5], [0.2, -0.3, 0.4], [0.3, 1.0, -0.5], [0.5, -0.3, 0.5], [0.2, 0.2, 0.1], [0.2, 0.2, 0.1], [0.0, 0.2, -0.1], [0.3, -0.2, 0.0], [0.1, 0.8, 0.2], [0.5, 0.4, -0.5], [0.1, -0.1, 0.4], [0.6, -0.2, 0.0], [-0.3, 0.4, 0.1], [0.0, -0.2, -0.1], [-0.4, -0.6, 0.0], [0.0, -0.1, -0.1], [-0.4, -0.1, -0.1], [-0.1, 0.1, -0.2]]
}



Record 9
{
  "formula": "C5H14N2",
  "method": "ωB97M-V with the def2-TZVPD basis set",
  "energy_ha": -308.38887,
  "smiles": "C[C@H](N)CN(C)C",
  "lumo_ev": 1.06,
  "relative_energy_kcal_mol": 21.45,
  "spin_multiplicity": 1,
  "homo_ev": -8.6215,
  "homo_lumo_gap_ha": 0.3558,
  "species": ["C", "C", "N", "C", "N", "C", "C", "H", "H", "H", "H", "H", "H", "H", "H", "H", "H", "H", "H", "H", "H"],
  "positions_angstrom": [[-2.05334, -0.24731, 0.55333], [-0.94990, -0.83143, -0.30038], [-1.09693, -2.30845, -0.27465], [0.42798, -0.52728, 0.26639], [0.75550, 0.90153, 0.37438], [0.61048, 1.56327, -0.88435], [2.12490, 1.02670, 0.82980], [-3.03072, -0.22110, 0.07265], [-2.22730, -0.69053, 1.51619], [-1.88171, 0.81780, 0.73895], [-1.11693, -0.51831, -1.32506], [-0.43381, -2.79636, -0.89242], [-2.00416, -2.56021, -0.65693], [0.46744, -0.94750, 1.27283], [1.16014, -0.98752, -0.42506], [-0.41865, 1.44867, -1.19979], [1.24189, 1.08035, -1.64715], [0.92102, 2.59251, -0.83121], [2.23654, 0.77484, 1.88771], [2.79842, 0.38609, 0.24472], [2.46913, 2.04422, 0.68009]],
  "atomic_forces_ev_per_a": [[-0.7, 1.5, -0.2], [-0.7, -1.3, 0.6], [0.2, -0.5, -0.3], [-0.1, 0.8, -0.5], [0.1, -0.4, 0.7], [0.0, -0.7, -0.6], [0.1, 0.0, 0.2], [0.0, -0.4, -0.4], [0.4, -0.6, 0.4], [0.3, -0.1, 0.0], [0.4, 0.6, -0.2], [-0.1, 0.6, 0.4], [0.0, 0.1, 0.2], [0.2, -0.3, -0.2], [0.1, -0.3, 0.4], [-0.2, 0.5, -0.2], [0.1, 0.0, -0.3], [-0.2, 0.5, 0.1], [-0.1, -0.1, -0.1], [0.1, -0.1, 0.0], [0.0, 0.2, 0.1]]
}



Record 10
{
  "formula": "C5H14N2",
  "method": "ωB97M-V with the def2-TZVPD basis set",
  "energy_ha": -308.38577,
  "smiles": "NCCCCCN",
  "lumo_ev": 1.08,
  "relative_energy_kcal_mol": 23.40,
  "spin_multiplicity": 1,
  "homo_ev": -8.7570,
  "homo_lumo_gap_ha": 0.3617,
  "species": ["N", "C", "C", "C", "C", "C", "N", "H", "H", "H", "H", "H", "H", "H", "H", "H", "H", "H", "H", "H", "H"],
  "positions_angstrom": [[-2.27844, 0.51926, 1.73517], [-1.36239, -0.44028, 1.18000], [0.04635, 0.13360, 1.13770], [0.38012, 1.15940, 0.03681], [0.25201, 0.63219, -1.40335], [0.83707, -0.78213, -1.60675], [2.15213, -0.94690, -0.91076], [-2.06503, 1.01099, 2.58790], [-3.25118, 0.27891, 1.62087], [-1.61425, -0.50811, 0.10495], [-1.42233, -1.48256, 1.51130], [0.89829, -0.54000, 1.23677], [0.16869, 0.63852, 2.12179], [-0.33228, 1.98105, 0.15668], [1.38573, 1.51829, 0.22682], [-0.79644, 0.68784, -1.67272], [0.82318, 1.31951, -2.03094], [0.10797, -1.48038, -1.19696], [1.03157, -0.89264, -2.66986], [2.83602, -0.93541, -1.66531], [2.20323, -1.87114, -0.50010]],
  "atomic_forces_ev_per_a": [[-0.5, 0.2, -0.3], [0.4, 0.1, -2.0], [1.0, 0.8, 1.8], [-0.9, -0.5, 0.3], [1.0, 0.1, 0.7], [0.2, 0.9, 0.7], [-0.3, 0.1, -0.8], [0.1, -0.5, 0.1], [0.1, 0.1, 0.3], [-0.4, -0.2, 0.2], [0.1, 0.1, 0.7], [-0.5, -0.8, -0.5], [-0.1, 0.2, -0.4], [0.2, 0.2, -0.1], [0.1, 0.1, 0.0], [-0.2, -0.2, -0.4], [-0.2, 0.1, -0.2], [0.1, -0.4, -0.4], [-0.6, -0.5, -0.2], [0.2, 0.0, 0.5], [0.0, 0.0, 0.0]]
}